(1)
CH4N5O2 | ωB97M-V/def2-TZVPD

Structure (XYZ):
```
12
Properties=species:S:1:pos:R:3:forces:R:3:nbo_charge:R:1
O -0.971532 -1.624879 -0.411524 -1.6 2.6 -1.3 -0.445
O 0.196437 -0.983843 0.064518 0.2 -1.1 0.6 -0.223
N 2.707514 -1.090207 -0.014990 1.3 -0.7 -0.2 0.086
N 0.849966 1.293433 0.049836 -2.2 -0.1 0.1 -0.243
N -1.389108 0.828153 0.163711 -1.0 -3.6 0.4 -0.724
N 2.152092 1.136928 -0.091151 1.2 4.6 -0.4 -0.173
N 2.498396 -0.002291 -0.096483 1.1 -4.4 0.3 0.230
C 0.028296 0.338933 0.074247 -1.1 1.4 0.6 0.556
H -1.366429 1.827281 0.197672 0.0 1.0 -0.4 0.475
H -1.986378 0.449253 0.994727 1.5 0.6 -1.6 0.470
H -1.783168 0.370465 -0.704492 -0.4 1.2 0.9 0.475
H -0.936082 -2.543224 -0.226076 1.1 -1.7 0.8 0.516
```
Forces are in eV/Å.

Output
**Energy above the lowest of the compared OMol25 structures with the same formula, charge and spin**: 27.40 kcal per mole
**Total charge**: +1
**E_LUMO**: -4.2 eV
**Calculated total energy**: -464.25130 Ha



(2)
C3H11N | ωB97M-V/def2-TZVPD

Structure (XYZ):
```
15
Properties=species:S:1:pos:R:3:forces:R:3:nbo_charge:R:1
N 0.901286 -3.830914 1.414252 0.9 2.1 0.1 -1.052
C -0.214984 2.603774 -1.440195 0.9 -0.9 -0.1 -0.632
C -0.441305 0.769673 0.606109 -2.5 -0.2 -0.4 -0.620
C -0.347912 1.031231 -0.953798 -2.7 0.6 -0.1 -0.413
H -1.232362 0.516513 -1.478946 0.6 1.2 1.0 0.197
H 0.545920 -3.049761 1.969271 0.1 0.0 -0.3 0.350
H 0.789884 2.691826 -1.933724 -0.8 0.1 0.4 0.211
H 0.347501 0.318264 -1.303163 1.9 0.2 -0.7 0.205
H -0.945004 3.045054 -2.185272 0.5 -1.2 0.9 0.217
H -0.000729 1.642737 1.141879 0.0 -1.1 -0.1 0.210
H 1.777635 -4.052873 1.860043 0.3 -0.3 0.0 0.353
H -0.017039 -0.287558 0.869560 -0.7 2.2 -0.3 0.217
H 0.276300 -4.551851 1.599148 -1.2 -1.8 0.3 0.350
H -1.620378 0.787409 0.883573 2.8 -0.2 -0.3 0.200
H -0.205519 3.328569 -0.594830 0.0 -0.8 -0.3 0.207
```
Forces are in eV/Å.

Output
**Energy above the lowest of the compared OMol25 structures with the same formula, charge and spin**: 26.72 kcal per mole
**E_LUMO**: 1.1 eV
**SMILES**: CCC.N
**Calculated total energy**: -175.60064 Ha



(3)
Cl2OS | ωB97M-V/def2-TZVPD

Structure (XYZ):
```
4
Properties=species:S:1:pos:R:3:forces:R:3:nbo_charge:R:1
Cl 2.057163 -0.179098 0.302239 -1.1 0.4 0.2 -0.247
Cl -0.065686 1.043833 -1.775583 0.0 -0.2 1.6 -0.292
S 0.012196 0.491785 0.391094 1.6 0.4 -2.2 1.353
O -0.790665 -0.667847 0.492972 -0.6 -0.7 0.4 -0.814
```
Forces are in eV/Å.

Output
**Energy above the lowest of the compared OMol25 structures with the same formula, charge and spin**: 5.19 kcal per mole
**E_LUMO**: -1.4 eV
**Calculated total energy**: -1393.79028 Ha



(4)
C24H16BCrF6IOS3 | ωB97M-V/def2-TZVPD

Structure (XYZ):
```
53
Properties=species:S:1:pos:R:3:forces:R:3:nbo_charge:R:1
I 2.331002 1.468771 -1.092536 0.2 0.3 0.6 0.212
Cr -0.552527 1.570749 -0.835330 0.1 0.3 -0.1 1.215
S -0.590612 -3.532210 -3.312832 0.2 0.1 0.0 0.446
S -3.200105 -1.822900 -1.801233 0.0 0.0 0.2 0.490
S 0.621910 -1.749570 1.445924 0.2 0.1 -0.1 0.478
F 1.023188 5.365867 -0.860166 -0.1 0.0 0.0 -0.554
F -0.614400 5.547657 -2.463737 0.0 0.0 0.0 -0.553
F -1.203227 5.364903 -0.245603 0.1 0.0 -0.1 -0.557
F -3.434478 1.244335 -0.423581 0.1 0.0 -0.1 -0.377
F -2.482268 1.829237 -2.370093 -0.1 0.0 0.2 -0.385
F -0.311193 3.542229 -1.349106 0.1 -0.4 -0.1 -0.571
O -0.479061 -0.273725 -1.106152 -0.2 -0.2 0.0 -0.847
C 2.329368 1.838875 1.010707 0.3 -0.2 -0.6 -0.049
C 0.089389 2.034788 3.949873 -0.2 0.0 0.1 -0.223
C 3.565020 1.926866 1.584879 -0.1 0.0 -0.1 -0.271
C 2.531043 2.102415 3.737456 0.1 0.0 0.0 -0.210
C -0.067356 -2.066380 -2.566815 -0.2 -0.1 -0.1 -0.176
C 1.249152 2.018296 3.146936 0.0 0.0 -0.3 0.030
C 3.665667 2.069059 2.979708 0.0 0.0 0.1 -0.218
C -0.183679 1.807614 1.128394 -0.1 0.0 0.3 -0.269
C 1.497341 -3.213244 -0.447322 0.1 0.0 0.0 -0.263
C -2.232216 -3.041453 0.219551 0.0 -0.1 0.0 -0.255
C -0.474448 -1.657715 -1.151553 0.0 0.1 -0.1 0.153
C 1.110873 1.894886 1.726733 -0.1 0.0 0.3 -0.151
C 1.915122 -2.822724 1.790673 -0.2 0.1 0.1 -0.428
C 0.335259 -3.213190 -4.725700 -0.2 -0.2 0.1 -0.435
C 0.558834 -2.257588 -0.199241 0.0 0.2 0.1 -0.185
C 2.279480 -3.538161 0.694520 0.0 -0.1 0.0 -0.267
C 0.984378 -2.023372 -4.636203 0.1 0.0 0.0 -0.256
C -1.270099 1.845996 1.977814 0.0 0.0 -0.3 -0.237
C -2.482231 2.081100 -0.973286 -0.5 -0.4 -0.1 0.291
C -1.847487 -2.241869 -0.815458 -0.1 0.2 -0.1 -0.205
C -3.626536 -3.314543 0.222313 0.0 0.0 0.1 -0.270
C 0.753034 -1.368882 -3.395947 0.1 0.0 -0.1 -0.249
C -1.145195 1.949128 3.373550 0.1 0.0 0.2 -0.201
C -4.273245 -2.719962 -0.815116 0.0 0.1 -0.1 -0.422
B -0.272764 5.052123 -1.222418 0.0 -0.1 0.2 1.373
H 4.456257 1.878063 0.975113 0.0 0.0 0.0 0.220
H 0.199094 2.114194 5.025744 0.0 0.0 0.0 0.197
H -2.861966 3.096386 -0.839133 0.3 0.1 0.0 0.135
H 2.594741 2.189839 4.816512 0.0 0.0 0.0 0.202
H -1.550830 -3.434736 0.959312 0.0 0.0 0.0 0.230
H 1.603275 -1.617152 -5.424183 0.0 0.0 0.0 0.217
H 4.644640 2.137795 3.436946 0.0 0.0 0.0 0.208
H 3.079144 -4.266181 0.690042 0.0 0.0 0.0 0.213
H -2.270642 1.787138 1.568323 0.0 0.0 0.0 0.219
H 0.327433 -3.918756 -5.541386 0.0 0.1 0.0 0.227
H -4.116396 -3.919240 0.972951 0.0 0.0 0.0 0.213
H -2.038890 1.959835 3.986397 0.0 0.0 0.0 0.204
H -5.325768 -2.755068 -1.048661 0.0 0.0 0.0 0.228
H 1.639191 -3.675138 -1.414363 0.0 0.1 0.0 0.229
H 2.333553 -2.856136 2.784633 0.0 0.0 0.0 0.229
H 1.190241 -0.418272 -3.127874 -0.1 0.0 0.0 0.225
```
Forces are in eV/Å.

Output
**Energy above the lowest of the compared OMol25 structures with the same formula, charge and spin**: 0.00 kcal per mole
**Spin multiplicity**: 4
**Total charge**: -1
**E_LUMO (alpha / beta)**: 2.3 / 2.3 eV
**Calculated total energy**: -4160.47729 Ha



(5)
C8H9NO4 | ωB97M-V/def2-TZVPD

Structure (XYZ):
```
22
Properties=species:S:1:pos:R:3:forces:R:3:nbo_charge:R:1
O -2.229992 2.036913 -2.313866 -1.4 0.9 -3.3 -0.649
O 0.516485 -0.613751 1.657467 -0.5 -1.5 0.9 -0.535
O 2.706015 0.284723 0.190410 -0.1 -1.8 -0.8 -0.517
O 1.088366 -1.630693 -2.242984 -0.2 -3.0 -2.9 -0.564
N 2.502649 -0.893271 -0.637521 0.5 -0.6 -0.1 -0.369
C -0.225100 -1.625706 2.430189 0.9 -0.1 1.0 -0.262
C -1.540249 1.449508 -1.386527 0.9 -1.1 5.3 0.293
C -0.491274 0.633936 -1.710100 1.7 0.3 -0.3 -0.241
C -1.827429 1.656333 0.051555 -0.4 0.6 -1.6 -0.228
C 1.299524 -1.012144 -1.273000 1.1 3.4 3.2 0.623
C -1.175478 0.945821 1.044761 0.4 -0.7 -3.3 -0.265
C -0.207124 0.007601 0.660600 2.3 0.2 -1.9 0.315
C 0.314376 -0.079690 -0.732525 -4.9 1.8 1.6 -0.162
H 3.131311 -1.713464 -0.678930 0.0 1.3 0.4 0.394
H -2.006510 1.625380 -3.206936 -0.4 0.9 1.7 0.487
H -0.587996 -1.284339 3.436806 0.7 0.4 -0.8 0.175
H 3.611839 0.163543 0.473844 0.4 0.1 0.2 0.473
H -1.421174 1.084588 2.046269 -0.2 0.2 1.6 0.224
H 0.417733 -2.565022 2.673508 -1.0 1.7 -1.0 0.196
H -2.508411 2.456240 0.404881 0.2 -0.6 -0.7 0.220
H -0.228975 0.898970 -2.796382 0.4 -1.6 1.5 0.204
H -1.138587 -1.825476 1.908481 -0.3 -0.7 -0.5 0.188
```
Forces are in eV/Å.

Output
**Energy above the lowest of the compared OMol25 structures with the same formula, charge and spin**: 57.40 kcal per mole
**E_LUMO**: 0.5 eV
**SMILES**: COc1ccc(O)cc1C(=O)NO
**Calculated total energy**: -665.81862 Ha



(6)
C2H2S3 | ωB97M-V/def2-TZVPD

Structure (XYZ):
```
7
Properties=species:S:1:pos:R:3:forces:R:3:nbo_charge:R:1
S 0.686230 -1.578473 -0.105517 -0.1 0.3 -0.5 0.093
S 2.784341 0.660741 0.059443 0.1 0.1 -0.6 0.116
S -1.619282 1.246793 -0.179238 -0.4 0.0 0.1 0.312
C 1.388351 -0.107451 -0.257871 -0.9 0.9 1.7 -0.626
C -2.282572 -0.093755 0.246195 2.2 -0.3 0.0 -0.353
H 0.556737 0.823936 -0.212232 0.3 -1.3 -0.4 0.238
H -1.513807 -0.951792 0.449220 -1.2 0.3 -0.2 0.220
```
Forces are in eV/Å.

Output
**Energy above the lowest of the compared OMol25 structures with the same formula, charge and spin**: 92.11 kcal per mole
**E_LUMO (alpha / beta)**: -2.9 / -1.9 eV
**Calculated total energy**: -1271.78778 Ha